No. 1
This record from the OMol25 dataset describes a cluster of 2 separate species, C19H28ClN3O4 in total in a non-equilibrium geometry. The level of theory is the ωB97M-V functional and the def2-TZVPD basis.

For the calculated total energy, the calculation gives -45341.574 eV. The calculation puts the maximum force at 0.039 Eh/bohr. The HOMO-LUMO gap comes out at 8.36 eV. Its structure (SMILES) is O=C(O)[C@@H]1CCN(c2ccccc2Cl)C1.CNC(=O)[C@@H](NC(C)=O)C(C)C.

Geometry (Å):
Cl (-0.72260, -5.63187, 2.32100)
O (-2.87409, 4.51090, 0.81242)
O (-1.38326, 3.72129, -3.38063)
O (5.90178, -3.25765, 0.33586)
O (4.94069, -1.27926, 0.84248)
N (-2.69812, 4.83923, -1.95851)
N (1.62736, -3.84704, 1.39585)
N (-0.75055, 4.13172, 0.14391)
C (-1.43778, 0.91728, -1.86917)
C (3.73217, -4.83502, 1.22037)
C (-0.99429, 1.26605, 0.52908)
C (2.28851, -5.14740, 1.56608)
C (2.56905, -2.72730, 1.58775)
C (0.44182, -3.75188, 0.63890)
C (3.94875, -3.38658, 1.68669)
C (-1.71738, 3.97074, -2.22694)
C (-1.60218, 1.92295, -0.72036)
C (-0.79519, -2.80351, -1.24546)
C (0.36606, -2.89351, -0.47465)
C (-3.46797, 5.56259, -2.96766)
C (-1.85214, -4.43992, 0.17534)
C (-0.69215, -4.53690, 0.95365)
C (5.01306, -2.62869, 0.88321)
C (-1.66876, 4.65728, 0.95812)
C (-0.96536, 3.29350, -1.06381)
C (-1.14362, 5.46609, 2.12008)
C (-1.90866, -3.57512, -0.91922)
H (3.86194, -4.91234, 0.13522)
H (1.21643, -2.30255, -0.78866)
H (0.08463, 1.16335, 0.41223)
H (-1.21310, 1.86050, 1.41521)
H (5.70756, -1.00918, 0.31316)
H (2.53883, -2.01180, 0.76388)
H (0.02624, 3.07514, -1.45860)
H (-1.43167, 0.27798, 0.67817)
H (-2.96084, 4.94915, -0.98461)
H (4.42695, -5.52922, 1.70290)
H (-1.98691, 5.86281, 2.68462)
H (-4.10595, 6.30718, -2.48972)
H (2.33496, -2.18196, 2.50820)
H (-0.38152, 0.76443, -2.09205)
H (-2.71552, -5.04529, 0.43276)
H (-4.08788, 4.85999, -3.52762)
H (-0.54558, 4.82405, 2.76445)
H (1.88593, -5.92002, 0.90152)
H (-1.89199, -0.03326, -1.59169)
H (0.20861, 4.32619, 0.38164)
H (-2.81302, -3.50915, -1.51738)
H (4.25548, -3.39384, 2.73571)
H (-1.94474, 1.27704, -2.76420)
H (-0.82609, -2.14146, -2.10603)
H (2.19654, -5.48984, 2.60213)
H (-2.78935, 6.06249, -3.66143)
H (-2.66831, 2.06318, -0.54010)
H (-0.53674, 6.28841, 1.74597)

Cartesian forces (eV/Å) of the 3 atoms listed first:
0.1339 0.3562 -0.2687
-0.3224 -0.1627 -0.2303
0.1180 -0.2497 0.2156

=====

No. 2
This record from the OMol25 dataset describes a structure of composition C3H6NO2S in a non-equilibrium geometry. The level of theory is the ωB97M-V functional and the def2-TZVPD basis.

The calculation puts the relative energy (zero: lowest compared OMol25 entry of this formula, charge and spin) at 429.9 kJ/mol. For the calculated total energy, the calculation gives -19626.073 eV. The calculation puts the maximum force at 0.078 Eh/bohr. The HOMO-LUMO gap (spin up / spin down) comes out at 7.30 / 7.29 eV. Its net charge is -1.

Geometry (Å):
S (1.93425, -0.15164, 0.55157)
O (2.58403, -0.34060, 1.84944)
O (1.92997, -1.28169, -0.34480)
N (-0.38371, 0.15632, 0.82476)
C (-1.10552, -0.47468, -0.03843)
C (2.50792, 1.25814, -0.15814)
C (-2.54540, -0.39727, -0.27161)
H (-3.10440, -1.35687, -0.10191)
H (-2.54860, -0.20853, -1.41804)
H (-2.95215, 0.48749, 0.32868)
H (-0.66221, -1.19650, -0.78870)
H (2.30609, 1.86446, 0.66700)
H (2.03974, 1.64136, -1.09983)

Cartesian forces (eV/Å) of the 3 atoms listed first:
0.1222 0.3341 -0.9990
-1.4338 0.1456 -0.3960
-0.4830 -0.6330 -0.1478

=====

No. 3
This record from the OMol25 dataset describes an isolated molecule of C9H19NOS in a non-equilibrium geometry. The level of theory is the ωB97M-V functional and the def2-TZVPD basis.

The calculation puts the relative energy (zero: lowest compared OMol25 entry of this formula, charge and spin) at 4.9 kJ/mol. For the calculated total energy, the calculation gives -24013.950 eV. The calculation puts the maximum force at 0.057 Eh/bohr. The HOMO-LUMO gap comes out at 8.95 eV. Its structure (SMILES) is CCCNC(=S)O[C@@H](C)CCC.

Geometry (Å):
S (2.50479, -1.37209, 0.91756)
O (-0.18345, -0.86521, 0.77494)
N (1.34823, 0.67461, 1.66600)
C (-1.13624, -0.42814, -1.90974)
C (1.20995, 3.43812, 0.48506)
C (0.29510, 1.63808, 2.04857)
C (-0.04282, 2.73173, 0.97656)
C (1.10181, -0.48876, 1.07708)
C (0.13379, -0.63388, -2.78496)
C (-1.52128, -1.68234, -1.04570)
C (-0.82779, -3.20130, 0.82365)
C (-0.38086, -2.03014, -0.04952)
H (0.92180, 4.35565, -0.09159)
H (-1.73219, -2.53204, -1.64773)
H (-1.75140, -3.02826, 1.37518)
H (1.81297, 2.84592, -0.20661)
H (0.58800, 2.13004, 2.98809)
H (-0.70812, 3.45870, 1.42674)
H (-0.55441, 2.32388, 0.12460)
H (-1.00707, 0.44411, -1.23186)
H (2.34122, 0.98853, 1.61506)
H (0.49508, -2.33433, -0.61882)
H (-0.07202, -3.45704, 1.52367)
H (0.37367, 0.24988, -3.40784)
H (-1.99321, -0.17633, -2.56166)
H (1.00747, -0.82540, -2.17308)
H (-2.43248, -1.52253, -0.49604)
H (-0.65069, 1.10613, 2.33256)
H (1.82787, 3.75942, 1.31834)
H (-0.98664, -4.07376, 0.15994)
H (0.01892, -1.49323, -3.40845)

Cartesian forces (eV/Å) of the 3 atoms listed first:
-0.0911 -1.2600 -0.9454
2.0695 1.3699 0.5004
-1.6953 2.4079 0.2422

=====

No. 4
This record from the OMol25 dataset describes an isolated molecule of C5H8O2. The level of theory is the ωB97M-V functional and the def2-TZVPD basis.

The calculation puts the relative energy (zero: lowest compared OMol25 entry of this formula, charge and spin) at 440.3 kJ/mol. For the calculated total energy, the calculation gives -9405.269 eV. The calculation puts the maximum force at 0.009 Eh/bohr. The HOMO-LUMO gap comes out at 9.44 eV.

Geometry (Å):
O (1.24564, -1.38612, 0.82174)
O (-0.95776, -0.23419, -1.30999)
C (-2.21905, 0.00651, -1.10261)
C (1.33886, -0.73924, -0.45538)
C (-0.11577, -0.96839, 0.98899)
C (-0.00007, -0.03855, -0.23394)
C (0.11192, 1.44442, 0.02566)
H (-2.29465, 0.28164, -0.00750)
H (0.43666, 1.93816, -0.89549)
H (-0.27720, -0.48000, 1.95698)
H (0.84720, 1.62533, 0.81410)
H (-0.81950, -1.80399, 0.87579)
H (-0.84937, 1.87302, 0.32662)
H (1.34783, -1.44820, -1.29048)
H (2.20527, -0.07040, -0.51449)

Cartesian forces (eV/Å) of the 3 atoms listed first:
0.0943 -0.0978 0.0759
-0.3018 -0.0780 -0.0159
0.3814 -0.1730 0.1965